Record 1
{
  "formula": "C4H11NO",
  "method": "ωB97M-V/def2-TZVPD",
  "de_lowest_kcal_mol": 1.4,
  "lumo_ha": 0.03001,
  "homo_lumo_gap_ev": 10.7,
  "multiplicity": 1,
  "e_tot_ha": -289.014817,
  "fmax_ha_per_bohr": 0.01764,
  "elements": ["O", "N", "C", "C", "C", "C", "H", "H", "H", "H", "H", "H", "H", "H", "H", "H", "H"],
  "xyz": [[1.371695, 1.502388, 0.818163], [2.195677, -0.577440, 0.456226], [-2.131206, -0.464293, -0.211327], [1.785964, 0.657198, 0.037046], [1.887855, 0.884361, -1.455316], [-2.284968, -0.346555, 1.307348], [-3.056657, -0.862340, -0.660455], [2.931340, 0.784176, -1.798401], [2.541695, -1.282279, -0.199526], [-1.359517, 0.051493, 1.756474], [-1.922803, 0.524609, -0.653187], [-2.493371, -1.335456, 1.749206], [1.265025, 0.160349, -2.007133], [-3.117444, 0.332712, 1.556697], [-1.298730, -1.143559, -0.460678], [2.149301, -0.788154, 1.456209], [1.536144, 1.902790, -1.691346]],
  "forces_ev_per_angstrom": [[0.240, -0.552, -0.485], [0.149, -0.480, 0.145], [-0.013, 0.026, -0.023], [-0.169, 0.270, 0.407], [-0.079, 0.353, -0.432], [0.047, 0.004, 0.051], [0.398, 0.147, 0.051], [-0.381, -0.026, 0.141], [-0.301, 0.596, 0.614], [-0.397, -0.127, -0.093], [-0.062, -0.414, 0.078], [0.054, 0.407, -0.067], [0.258, 0.214, 0.224], [0.341, -0.278, 0.013], [-0.309, 0.253, -0.017], [0.054, 0.120, -0.784], [0.170, -0.515, 0.175]]
}

***

Record 2
{
  "formula": "C6H12O",
  "method": "ωB97M-V/def2-TZVPD",
  "de_lowest_kcal_mol": 75.9,
  "lumo_ha": 0.01863,
  "homo_lumo_gap_ev": 9.0,
  "multiplicity": 1,
  "e_tot_ha": -310.938315,
  "fmax_ha_per_bohr": 0.10582,
  "elements": ["O", "C", "C", "C", "C", "C", "C", "H", "H", "H", "H", "H", "H", "H", "H", "H", "H", "H", "H"],
  "xyz": [[2.629649, -0.367126, 1.840645], [0.306643, 1.926888, -1.104394], [-0.428025, -0.359567, -0.343489], [-0.533020, -0.633022, -1.886190], [0.152093, 0.840164, 0.137210], [-0.949546, -1.275621, 0.705589], [-1.323205, -0.988614, 1.945497], [-1.436929, -0.193593, -2.316643], [-1.287718, -2.186047, 0.199956], [-0.462012, 2.840048, -0.878612], [-1.573485, -1.752183, 2.675647], [1.231335, 2.536652, -0.833009], [-1.319212, 0.043736, 2.312669], [-0.540680, -1.726693, -2.101389], [0.175547, 1.346845, 1.143367], [0.416655, 1.504641, -2.157075], [1.705074, -0.143095, 1.723602], [2.802360, -1.082141, 1.236983], [0.434475, -0.331273, -2.300364]],
  "forces_ev_per_angstrom": [[0.279, 0.394, 0.554], [0.865, 1.897, 3.117], [1.181, 3.115, 2.420], [0.768, -1.456, 1.840], [-2.115, 0.226, -5.009], [-0.973, -0.499, -2.338], [0.341, 0.489, 0.570], [0.443, 0.207, -0.093], [0.577, -0.605, 0.911], [1.105, -2.553, -1.171], [-0.373, 0.036, -0.332], [-0.620, -0.941, -0.751], [0.316, -0.391, -0.031], [-0.353, 0.571, 0.438], [0.057, -1.304, -1.003], [-0.617, 1.024, 1.783], [-0.180, -0.100, -0.181], [-0.028, -0.359, -0.359], [-0.672, 0.249, -0.365]]
}

***

Record 3
{
  "formula": "C4H10N2O2",
  "method": "ωB97M-V/def2-TZVPD",
  "de_lowest_kcal_mol": 47.2,
  "lumo_ha": 0.03264,
  "homo_lumo_gap_ev": 10.4,
  "multiplicity": 1,
  "e_tot_ha": -418.385797,
  "fmax_ha_per_bohr": 0.04783,
  "elements": ["O", "O", "N", "N", "C", "C", "C", "C", "H", "H", "H", "H", "H", "H", "H", "H", "H", "H"],
  "xyz": [[0.271399, -1.200963, 0.965694], [1.652021, 1.385298, -0.533731], [1.256208, -0.780987, -1.885578], [-1.072067, -0.831611, -1.440525], [-1.035677, 0.687469, 1.821567], [0.389492, 0.827351, -0.314910], [0.225939, -0.455192, -1.201516], [0.253473, 0.311425, 1.124049], [-1.907144, 0.405657, 1.233999], [-1.093737, 0.176253, 2.779425], [-1.194673, -1.723385, -1.897420], [-0.405110, 1.547104, -0.549293], [1.175292, -1.494866, 0.796696], [1.136143, 0.617839, 1.695048], [-1.062008, 1.764138, 1.978000], [2.084134, 0.792110, -1.181924], [-1.732119, -0.661231, -0.698591], [1.058437, -1.366407, -2.690991]],
  "forces_ev_per_angstrom": [[-0.084, 1.329, 1.421], [0.017, 0.095, -0.025], [-0.202, 0.239, 0.218], [0.057, -0.131, -0.081], [0.360, -0.301, -0.019], [0.200, -1.102, 0.201], [-0.183, 1.870, -1.587], [0.202, -1.791, -0.400], [-0.091, -0.020, -0.072], [-0.059, 0.051, 0.078], [-0.028, 0.041, 0.104], [0.097, -0.075, -0.150], [-0.019, 0.264, 0.085], [-0.208, -0.050, -0.064], [-0.015, 0.059, 0.025], [-0.083, 0.019, -0.007], [0.056, -0.092, -0.022], [-0.016, -0.405, 0.296]]
}

***

Record 4
{
  "formula": "C18H21IrN14S",
  "method": "ωB97M-V/def2-TZVPD",
  "lumo_ha": [-0.03040, -0.10411],
  "homo_lumo_gap_ev": [6.6, 5.7],
  "s2": 6.027,
  "multiplicity": 5,
  "e_tot_ha": -1967.514962,
  "fmax_ha_per_bohr": 0.01065,
  "elements": ["Ir", "S", "N", "N", "N", "N", "N", "N", "N", "N", "N", "N", "N", "N", "N", "N", "C", "C", "C", "C", "C", "C", "C", "C", "C", "C", "C", "C", "C", "C", "C", "C", "C", "C", "H", "H", "H", "H", "H", "H", "H", "H", "H", "H", "H", "H", "H", "H", "H", "H", "H", "H", "H", "H", "H"],
  "xyz": [[-0.137049, 0.399348, -0.272585], [2.121772, 0.541848, -0.639013], [-0.813874, 0.257174, 3.908879], [-3.022108, -0.173182, -1.130902], [-4.216369, -0.278275, 0.685033], [1.321714, -3.956302, 0.385927], [-2.207208, 0.115477, -0.081064], [-1.081486, -4.185187, 0.097047], [-4.207771, -0.366107, -0.664446], [0.930393, 0.511795, 2.626026], [-0.178071, 0.455456, 1.817610], [0.537880, 0.409334, 3.835957], [0.106882, 2.769291, -0.623686], [0.003281, -2.058737, -0.377460], [-2.528329, 0.219309, 2.285000], [0.356644, -3.957175, -1.854905], [1.496232, -4.349467, -1.016234], [4.071624, 4.033845, -0.251454], [0.089259, -4.575857, 0.886289], [-2.972283, 0.026665, 0.993901], [2.453234, 2.242869, -0.499638], [0.207463, -2.512130, -1.776184], [-1.210589, 0.296375, 2.660849], [-1.218004, -2.736396, 0.146107], [0.648340, 5.482707, -0.385533], [1.396471, 3.197610, -0.483876], [-0.853391, -4.576963, -1.296945], [-0.876635, 3.646993, -0.663986], [3.758630, 2.670876, -0.402794], [1.717193, 4.557616, -0.356742], [1.160843, -2.511854, 0.439536], [-2.282965, 3.157750, -0.829816], [3.068107, 4.960244, -0.226481], [-0.624334, 5.037637, -0.547295], [0.860532, 6.541398, -0.294116], [-2.070135, -2.423933, -0.454641], [2.402198, -3.882326, -1.406265], [-2.944274, 3.982425, -1.088184], [-2.642067, 2.712070, 0.099765], [-2.350715, 2.388098, -1.597542], [-1.715342, -4.278993, -1.894977], [-1.366710, -2.415336, 1.178426], [-3.199740, 0.073820, 3.021292], [1.107885, -2.031672, -2.164835], [4.552151, 1.934986, -0.434511], [-0.063569, -4.275624, 1.923832], [-0.652249, -2.188162, -2.365144], [5.105107, 4.339405, -0.160376], [3.288902, 6.015441, -0.119703], [1.005259, -2.180875, 1.467207], [1.611696, -5.432587, -1.066690], [-0.746962, -5.660873, -1.349224], [0.198553, -5.660067, 0.847542], [-1.458731, 5.724305, -0.586072], [2.062718, -2.034074, 0.057099]],
  "forces_ev_per_angstrom": [[0.272, -0.069, -0.214], [-0.193, 0.166, 0.132], [0.316, 0.142, 0.155], [-0.214, 0.268, 0.129], [-0.133, 0.163, -0.373], [-0.109, 0.029, -0.049], [0.122, -0.147, -0.448], [0.076, 0.075, -0.054], [0.177, -0.271, 0.204], [-0.166, 0.102, 0.095], [0.430, -0.054, 0.076], [-0.155, -0.153, -0.136], [0.041, 0.172, -0.025], [-0.018, -0.122, -0.030], [0.071, -0.041, -0.090], [-0.034, 0.017, 0.131], [-0.014, -0.007, -0.010], [-0.055, -0.113, -0.016], [0.004, 0.016, -0.006], [-0.057, 0.000, 0.545], [0.012, -0.128, -0.024], [0.027, -0.002, 0.059], [-0.437, 0.012, 0.011], [0.123, -0.023, -0.005], [0.079, 0.037, -0.011], [-0.147, -0.163, -0.033], [0.015, 0.005, -0.007], [-0.033, 0.015, -0.009], [0.133, 0.071, 0.020], [0.018, 0.159, 0.024], [-0.056, -0.014, -0.079], [0.023, 0.058, -0.008], [-0.034, 0.028, -0.016], [-0.089, -0.084, 0.013], [0.001, -0.012, 0.013], [-0.032, -0.014, -0.021], [0.010, 0.010, -0.005], [0.000, -0.010, -0.006], [0.011, 0.024, 0.009], [0.028, -0.001, 0.006], [-0.008, 0.010, -0.013], [-0.014, -0.006, 0.028], [0.007, -0.013, 0.008], [0.009, 0.006, -0.013], [-0.009, 0.014, 0.016], [0.002, 0.007, 0.015], [-0.015, -0.020, -0.015], [-0.014, -0.015, 0.000], [-0.009, -0.015, -0.002], [0.003, -0.027, 0.030], [0.003, -0.015, 0.002], [-0.003, -0.017, 0.010], [-0.006, -0.018, -0.007], [0.009, -0.012, -0.001], [0.032, -0.021, -0.007]]
}

***

Record 5
{
  "formula": "C10H15N2OS",
  "method": "ωB97M-V/def2-TZVPD",
  "de_lowest_kcal_mol": 86.8,
  "lumo_ha": -0.11079,
  "homo_lumo_gap_ev": 8.0,
  "charge": 1,
  "multiplicity": 1,
  "e_tot_ha": -972.591550,
  "fmax_ha_per_bohr": 0.10344,
  "elements": ["S", "O", "N", "N", "C", "C", "C", "C", "C", "C", "C", "C", "C", "C", "H", "H", "H", "H", "H", "H", "H", "H", "H", "H", "H", "H", "H", "H", "H"],
  "xyz": [[2.292975, -0.914676, -0.177838], [-0.018819, -0.423400, -1.611507], [1.181010, -0.191653, 0.722138], [-1.582678, -1.099266, 0.052839], [-2.024308, 1.055410, 1.029532], [-2.607673, -0.336657, 0.793065], [1.430580, 0.978409, 1.336579], [-1.978532, -2.415962, -0.402002], [3.500453, 1.510801, 0.281840], [-0.752006, -0.213782, -0.535019], [2.440706, 1.855469, 1.238209], [3.550358, 0.381846, -0.492086], [-1.174248, 1.189484, -0.285626], [1.056661, -1.300998, -1.653219], [-3.461695, -0.322823, 0.115134], [-2.840018, 1.812239, 0.930457], [-2.509722, -2.274098, -1.358837], [4.098257, 2.417298, 0.005345], [-1.592679, 1.129032, 1.928842], [-2.630463, -2.899722, 0.254869], [0.654759, 1.341608, 2.062860], [-2.926917, -0.956726, 1.644718], [-0.313775, 1.826836, -0.340046], [2.335798, 2.753522, 1.742807], [0.982531, -2.362841, -1.710316], [1.715672, -0.971224, -2.508146], [-1.140381, -3.142085, -0.600958], [-1.939360, 1.304197, -1.106410], [4.253523, 0.269763, -1.357227]],
  "forces_ev_per_angstrom": [[0.814, -0.096, -0.258], [0.367, -0.720, 0.042], [-0.488, -0.100, 0.567], [1.284, 1.473, -0.367], [-2.675, 0.254, -4.590], [-0.486, -0.974, 0.191], [-1.542, 1.048, 1.746], [1.753, -0.299, -2.492], [-1.071, 1.441, -0.861], [-1.166, -1.186, 0.969], [1.384, -2.778, -2.070], [-0.199, 0.618, -0.244], [-1.193, -1.293, 0.442], [2.962, 2.049, -1.224], [-0.292, 0.339, 0.009], [0.612, -0.598, 0.511], [0.084, -0.262, 0.228], [0.159, -1.364, 0.227], [2.122, 0.399, 3.086], [-0.934, -0.372, 1.345], [0.258, -0.840, -0.894], [0.286, 0.633, 0.065], [-0.033, 0.733, -0.037], [0.450, 1.534, 0.805], [-0.962, -0.762, 0.381], [-1.034, -0.401, 0.537], [-0.550, 1.039, 0.334], [0.892, 0.628, 0.495], [-0.805, -0.142, 1.058]]
}

***

Record 6
{
  "formula": "C11H14NO2",
  "method": "ωB97M-V/def2-TZVPD",
  "de_lowest_kcal_mol": 61.2,
  "lumo_ha": 0.11303,
  "homo_lumo_gap_ev": 5.2,
  "charge": -1,
  "multiplicity": 1,
  "e_tot_ha": -632.686363,
  "fmax_ha_per_bohr": 0.08524,
  "elements": ["O", "O", "N", "C", "C", "C", "C", "C", "C", "C", "C", "C", "C", "C", "H", "H", "H", "H", "H", "H", "H", "H", "H", "H", "H", "H", "H", "H"],
  "xyz": [[-1.584547, -0.655254, -1.287700], [1.655752, -3.256169, 0.599603], [0.556985, 0.929603, 4.081860], [-0.370759, 0.561075, 1.698824], [0.652590, -2.752505, 0.241165], [0.568420, -0.048626, -0.602556], [-1.909496, -2.969643, -0.151266], [0.309564, 1.075804, 0.423190], [-0.631716, 2.125192, -0.219389], [-0.522129, -2.251291, -0.007706], [0.189326, 0.703630, 2.960786], [0.861408, 0.562984, -2.018466], [-0.609592, -0.955770, -0.632025], [1.703691, 1.642888, 0.629332], [-2.395027, -2.944051, 0.732181], [-2.576227, -2.444188, -0.772844], [1.341810, -0.684472, -0.361644], [-0.234527, 2.448711, -1.134588], [1.215897, 1.646282, -2.202421], [2.409271, 1.018578, 1.246686], [-1.948484, -3.971129, -0.363850], [1.460423, -0.198276, -2.483032], [-1.414138, 0.510553, 1.485696], [-0.063024, 0.591160, -2.510229], [-1.714038, 1.652548, -0.462173], [2.150311, 1.848655, -0.280657], [1.725040, 2.689318, 1.197455], [-0.826784, 3.124393, 0.193768]],
  "forces_ev_per_angstrom": [[-0.799, 0.296, -0.073], [-1.379, 0.879, -0.834], [-0.455, -0.884, -2.518], [1.510, -0.071, -0.670], [1.589, -1.630, 1.556], [-1.473, 2.468, -1.445], [2.476, 1.024, -0.021], [0.019, 0.422, 1.599], [-2.626, -0.841, -0.440], [-2.569, -0.922, -1.145], [-0.268, 1.134, 2.135], [0.406, 0.294, 0.407], [0.185, 1.223, -1.394], [0.261, 2.204, 3.780], [-1.349, 0.390, 3.502], [-0.068, 0.778, -1.258], [2.347, -0.791, 1.177], [0.434, 0.130, -1.778], [0.185, -1.994, 1.001], [-0.961, 0.202, -0.615], [0.679, -2.567, -1.049], [0.666, 0.132, -0.850], [-0.821, -0.219, 0.860], [-1.444, -0.201, -0.920], [2.530, 0.987, 0.602], [1.056, 0.305, -1.916], [-0.402, -2.074, -0.969], [0.272, -0.674, 1.276]]
}